Entry 1:
The following is a DFT calculation (ωB97M-V/def2-TZVPD) of a structure of composition C17H17BN8O6Pt.

```
! RIJCOSX wB97M-V def2-TZVPD def2/J DEFGRID3
* xyz 4 5
C -1.74963 -1.92895 0.89326
N -1.32929 -1.63366 -0.34852
N -2.05931 -2.35287 -1.26992
C -2.91270 -3.14288 -0.58204
C -2.73989 -2.90185 0.78038
B -1.67784 -2.25813 -2.78502
N -1.83234 -0.74359 -3.17591
N -1.13109 0.20707 -2.46649
C -1.34702 1.42102 -3.01741
C -2.22329 1.25287 -4.08165
C -2.50945 -0.11011 -4.15522
Pt -0.01616 -0.17320 -0.87231
N -0.12600 -2.47732 -2.75884
N 0.65672 -1.75858 -1.89438
C 1.94887 -2.10183 -2.06769
C 1.99023 -3.06052 -3.07259
C 0.67405 -3.29254 -3.47247
H 2.71266 -1.65200 -1.45515
H 0.22635 -3.94859 -4.20389
H 2.87222 -3.52724 -3.46325
H -2.25452 -3.00628 -3.51736
H -3.12695 -0.66824 -4.84537
H -3.57880 -3.80248 -1.11594
H -2.59115 2.03103 -4.72127
H -3.24545 -3.35913 1.60652
H -0.88048 2.30910 -2.60592
H -1.30388 -1.47239 1.76166
H 1.31275 1.14889 -1.27521
C 1.56836 2.22844 -1.03372
H 1.64401 2.73997 -1.99788
H 0.80934 2.67042 -0.38364
H 2.53900 2.23441 -0.53673
O 2.92567 -0.03375 0.77140
C 1.81617 -0.09778 1.28021
O 0.83258 -0.90096 0.87204
C 1.46175 0.79457 2.46346
C 0.56702 0.42097 3.47430
C 0.25332 1.32721 4.51461
C 0.75484 2.63020 4.52207
C 1.62760 3.00533 3.49750
C 2.01373 2.08188 2.50004
N 2.07479 4.36528 3.36884
O 1.73307 5.20762 4.22085
O 2.79119 4.64620 2.38085
N -0.60411 0.94280 5.60401
O -1.07994 -0.20735 5.64953
O -0.83615 1.80162 6.48332
H 0.13859 -0.57593 3.47895
H 0.47136 3.33198 5.30251
H 2.73921 2.38927 1.74948
*
```

## Properties
LUMO (alpha / beta) = -14.61 / -17.36 eV
⟨S²⟩ = 6.04
Orbital gap (alpha / beta) = 5.86 / 3.10 eV
HOMO (alpha / beta) = -20.5 / -20.5 eV


Entry 2:
The following is a DFT calculation (ωB97M-V/def2-TZVPD) of a structure of composition C17H17BN8O6V.

```
! RIJCOSX wB97M-V def2-TZVPD def2/J DEFGRID3
* xyz 0 4
H 0.62746 3.36803 -0.61935
N 0.39343 1.74646 -1.94876
B -0.78302 0.40229 -3.96319
N -0.20575 1.68716 -3.22069
C -0.01447 2.88948 -3.81352
V 1.70985 0.59879 -0.87435
H -0.19041 3.02027 -4.87887
C 0.39743 3.80171 -2.83666
H 0.59349 4.84691 -2.97657
C 0.50007 3.06850 -1.64765
H -0.63799 0.56957 -5.16070
C -2.77871 -2.39211 2.37785
H -2.61172 -3.46196 2.18599
H -2.31781 -1.80647 1.56576
H -3.86479 -2.20716 2.40233
N -2.36300 -0.02980 -3.87073
N 0.37939 -0.60366 -3.49071
N -2.89322 -0.30489 -2.60558
N 1.01641 -0.69445 -2.23809
C -3.37552 -0.25130 -4.75502
C 1.07788 -1.38447 -4.34392
H -3.26089 -0.09266 -5.80393
H 0.92126 -1.30326 -5.41757
C -4.53559 -0.65212 -4.06993
C 1.93504 -2.20376 -3.60795
C -4.14951 -0.67802 -2.70761
C 1.75917 -1.84010 -2.27148
H -5.52206 -0.88828 -4.42147
H 2.59978 -2.96037 -3.99639
H -4.67773 -0.97905 -1.81111
H 2.06564 -2.30208 -1.34080
H -2.36168 -2.14183 3.29691
O 0.33918 0.13416 0.59776
C 1.31568 0.22968 1.40964
O 2.48720 0.43401 0.85446
C 1.35385 0.21632 2.89793
C 2.55852 0.69506 3.43475
C 2.77828 0.69207 4.82526
C 1.89114 0.09754 5.73270
C 0.66057 -0.28371 5.19815
C 0.36111 -0.21119 3.79996
N -0.22114 -0.93346 6.14418
O 0.14592 -1.01483 7.33971
O -1.27586 -1.45860 5.73655
N 4.08824 1.17255 5.19556
O 4.83082 1.55644 4.25827
O 4.48527 1.14997 6.37299
H 3.28432 1.14699 2.75669
H 2.14202 0.01205 6.79520
H -0.65751 -0.45649 3.51394
*
```

## Properties
LUMO (alpha / beta) = -1.77 / -1.76 eV
⟨S²⟩ = 3.76
Orbital gap (alpha / beta) = 6.47 / 6.68 eV
HOMO (alpha / beta) = -8.2 / -8.4 eV


Entry 3:
The following is a DFT calculation (ωB97M-V/def2-TZVPD) of a structure of composition C17H17Br51.

```
! RIJCOSX wB97M-V def2-TZVPD def2/J DEFGRID3
* xyz 0 1
C 14.88418 -10.70564 21.27577
Br 13.13547 -10.57239 20.31479
Br 14.96649 -9.20295 22.57133
Br 16.37693 -10.52965 19.99711
H 14.91825 -11.62761 21.85622
C 15.27658 -20.37491 18.64589
Br 14.08458 -21.50391 19.85003
Br 14.24007 -18.91756 17.77535
Br 16.16736 -21.43865 17.23608
H 16.04404 -19.88499 19.24513
C 10.36102 -22.19126 20.76214
Br 11.59338 -22.26397 22.35197
Br 9.90234 -20.36688 20.26248
Br 8.84027 -23.44591 21.25127
H 10.77615 -22.57500 19.83020
C 10.11272 -15.78389 24.88285
Br 10.53799 -13.89875 24.34213
Br 9.01157 -15.74201 26.47995
Br 11.77038 -16.82694 25.04211
H 9.58899 -16.21551 24.02991
C 11.45455 -17.42801 14.73063
Br 11.85417 -18.13727 12.87101
Br 12.95819 -16.26283 15.44082
Br 11.06430 -18.90424 16.01949
H 10.57600 -16.78344 14.70269
C 12.18010 -9.05739 24.97096
Br 12.18508 -7.71275 23.52402
Br 13.88500 -8.93646 26.05057
Br 11.99286 -10.91681 24.25864
H 11.33487 -8.77394 25.59815
C 6.84939 -20.61841 24.78878
Br 5.64936 -19.42277 25.75178
Br 8.52062 -19.75556 24.16956
Br 6.01305 -21.46960 23.20808
H 7.03737 -21.45736 25.45881
C 6.68355 -17.28455 16.45756
Br 7.37459 -17.82226 14.74055
Br 8.10799 -17.51987 17.76900
Br 4.93318 -18.06945 16.92750
H 6.54083 -16.22000 16.27189
C 14.30563 -13.45371 18.06152
Br 12.38967 -12.99980 17.61735
Br 15.42998 -12.49715 16.79003
Br 14.66838 -15.38309 18.23241
H 14.35869 -13.04945 19.07240
C 5.63328 -18.31867 21.32148
Br 4.32741 -16.97364 20.62533
Br 7.32104 -17.47968 21.95033
Br 5.81589 -19.79431 20.01594
H 5.19488 -18.83211 22.17722
C 9.05723 -10.44578 21.18421
Br 9.44762 -8.51856 21.34376
Br 7.78401 -11.09626 19.80254
Br 8.27693 -11.14890 22.76032
H 9.93550 -11.07303 21.03155
C 4.09717 -11.71428 21.37530
Br 4.96698 -13.43431 21.65238
Br 2.29119 -11.70686 22.24046
Br 3.81707 -11.49957 19.44901
H 4.72127 -10.93240 21.80801
C 10.75419 -15.60627 20.86089
Br 9.03423 -14.65086 20.68276
Br 12.26918 -14.28270 21.04414
Br 11.06768 -17.00943 19.43639
H 10.61274 -16.17144 21.78212
C 14.19294 -14.02278 27.45152
Br 14.46773 -13.72390 25.48676
Br 12.35913 -14.78581 27.73022
Br 14.54464 -12.17839 28.30968
H 14.97561 -14.71102 27.77067
C 15.09926 -18.43619 23.02645
Br 13.87380 -18.43076 21.51200
Br 14.28290 -19.52086 24.51002
Br 15.29191 -16.56423 23.62289
H 16.04590 -18.88342 22.72317
C 5.38361 -15.83944 26.06246
Br 5.99697 -15.40684 24.24895
Br 3.51142 -16.46853 26.11473
Br 5.64507 -14.33854 27.36141
H 5.97859 -16.69060 26.39355
C 7.58838 -13.45981 16.80514
Br 6.99203 -13.51543 14.87896
Br 9.24220 -14.46566 16.96781
Br 6.17819 -13.93396 18.12716
H 7.83016 -12.43418 17.08392
*
```

## Properties
LUMO = -1.07 eV
Orbital gap = 8.80 eV
HOMO = -9.9 eV


Entry 4:
The following is a DFT calculation (ωB97M-V/def2-TZVPD) of a structure of composition C17H17Cl2F3N4O3Ru.

```
! RIJCOSX wB97M-V def2-TZVPD def2/J DEFGRID3
* xyz 2 1
Ru -0.02743 -0.31582 0.43000
O 2.63864 2.03502 2.18813
C 1.69437 1.36966 1.91418
N 1.58350 0.58354 0.71881
C 2.65565 0.39342 -0.19998
O 3.74725 0.84949 -0.07627
C 2.22541 -0.44471 -1.36230
C 3.10862 -0.73627 -2.37743
C 2.66217 -1.51904 -3.43390
C 1.35032 -1.96251 -3.42826
C 0.52276 -1.63034 -2.36826
N 0.95446 -0.88671 -1.34295
C 0.45007 1.28040 2.75561
C 0.38201 1.92699 3.96752
C -0.77451 1.78614 4.72707
C -1.80530 1.00442 4.23589
C -1.66549 0.38699 3.00233
N -0.55700 0.52393 2.27202
H 4.11868 -0.35405 -2.31876
H 3.32763 -1.77453 -4.24746
H 0.95931 -2.57094 -4.23147
H -0.50003 -1.97125 -2.33309
H 1.22713 2.51733 4.29463
H -0.86325 2.27643 5.68692
H -2.71891 0.86171 4.79517
H -2.45420 -0.22542 2.59158
F -0.92451 -2.94773 -0.34837
C -0.99737 -2.15563 0.71914
F -2.24085 -1.61121 0.72771
F -0.83932 -2.89439 1.79132
Cl 1.58944 -1.74131 2.46310
C 2.35821 -3.30582 2.01657
Cl 2.40456 -3.54343 0.28038
H 1.76901 -4.08782 2.47985
H 3.37037 -3.26341 2.40111
C -3.60446 1.55433 -1.78018
N -2.24065 1.76273 -2.28125
C -2.11378 2.50688 -3.54283
C -1.19237 1.36596 -1.64369
O -1.27011 0.79701 -0.48705
H -4.12239 2.51133 -1.78738
H -3.57495 1.15367 -0.77355
H -4.11992 0.86310 -2.44503
H -2.35569 3.55364 -3.36763
H -2.81423 2.08997 -4.26274
H -1.10107 2.42048 -3.92730
H -0.22180 1.56780 -2.09191
*
```

## Properties
LUMO = -8.21 eV
Orbital gap = 7.74 eV
HOMO = -16.0 eV


Entry 5:
The following is a DFT calculation (ωB97M-V/def2-TZVPD) of a structure of composition C17H17ClN6O4S3.

```
! RIJCOSX wB97M-V def2-TZVPD def2/J DEFGRID3
* xyz 0 1
C -1.41073 0.20734 6.67020
C -0.40165 0.60699 5.49874
N -0.63421 0.91114 4.28315
N 0.37871 1.28396 3.61949
C 1.55903 1.30033 4.21691
S 3.01363 1.35001 3.60985
C 2.42196 1.91310 2.01651
C 1.82212 0.97732 1.10687
C 2.17099 -0.32490 0.95209
N 1.16556 -1.21110 0.30841
C 1.44282 -2.47296 -0.52306
O 2.44702 -2.96797 -0.84141
C -0.15905 -2.01269 -0.94168
N -0.41668 -2.04933 -2.31735
C -1.55007 -2.06432 -2.85347
O -2.64954 -2.76242 -2.17613
C -1.88796 -1.42799 -4.23012
N -1.35135 -0.18357 -4.17284
C -1.91629 0.89416 -4.24728
C -1.10324 1.86556 -3.98513
C 0.29271 1.38961 -4.09385
N 0.00601 -0.12687 -4.08283
H 1.19572 1.64818 -4.08440
Cl -1.45266 3.50901 -3.77570
C -3.18549 0.98640 -4.15594
H -3.84839 0.37177 -3.33038
H -3.99470 0.81602 -4.97146
H -3.68417 1.91184 -3.96261
H -2.87429 -1.60035 -4.45175
H -1.22208 -2.13559 -4.92278
H 0.32239 -1.43992 -2.85647
H -0.66600 -2.98646 -0.60316
C -0.20390 -1.05916 0.01892
H -0.88988 -0.95995 0.95484
S -0.41129 0.68162 -0.67445
C 0.44522 1.30233 0.61995
H 0.65698 2.60161 0.25393
H -0.51766 1.34947 1.59454
C 3.41436 -0.95564 1.31474
O 4.46077 -0.45883 1.35495
O 3.11189 -2.19198 1.68294
H 4.07607 -2.73561 2.04691
H 3.53298 2.04637 1.46464
H 2.01753 2.95595 2.07727
S 1.52089 0.51486 5.98697
H -1.23998 -0.70860 6.89749
H -1.32667 0.98860 7.50064
H -2.47745 0.45266 6.20330
*
```

## Properties
LUMO = -0.02 eV
Orbital gap = 8.27 eV
HOMO = -8.3 eV


Entry 6:
The following is a DFT calculation (ωB97M-V/def2-TZVPD) of an isolated molecule of C17H17F3N4O3.

```
! RIJCOSX wB97M-V def2-TZVPD def2/J DEFGRID3
* xyz 0 1
C -1.34156 5.13875 -5.68183
C -1.00133 4.09033 -4.66650
N -0.58390 4.36214 -3.46165
C -0.33773 3.11705 -2.95757
C 0.12970 2.93719 -1.51100
C 1.04491 4.11939 -1.03517
C -1.16625 2.85289 -0.66032
O -0.94311 1.68571 0.12692
C 0.18573 1.03310 -0.27924
C 0.53868 -0.30539 0.27338
C -0.47345 -1.10347 0.83445
C -0.27027 -2.37380 1.35863
O -1.33417 -3.12943 1.79035
C -2.21567 -2.51389 2.79524
C -1.98166 -3.00116 4.19420
F -2.94084 -2.66818 5.04746
F -1.92931 -4.39579 4.22273
F -0.78292 -2.49875 4.56998
C 1.03794 -2.81876 1.37454
C 1.39314 -4.13100 2.02390
C 2.68808 -4.23656 2.83312
C 2.56016 -4.98241 1.50523
C 2.03745 -2.02562 0.79887
N 1.78426 -0.82349 0.24726
N 0.84496 1.68680 -1.20552
N -0.56133 2.15352 -3.77256
O -0.96876 2.77797 -4.94287
H -2.33756 5.53663 -5.49758
H -1.38687 4.68625 -6.65532
H -0.56619 5.91480 -5.68266
H 0.59622 5.10041 -1.30992
H 1.20227 4.08181 0.06951
H 2.03617 4.05994 -1.48769
H -2.04486 2.69701 -1.28127
H -1.30899 3.71158 -0.01979
H -1.49027 -0.76408 0.76943
H -3.24488 -2.75320 2.51688
H -2.15228 -1.44401 2.81387
H 0.57097 -4.67958 2.45307
H 2.65168 -4.81327 3.73683
H 3.32502 -3.32226 2.84592
H 3.16862 -4.58090 0.64964
H 2.48662 -6.06452 1.54895
H 3.08158 -2.31376 0.70809
*
```

## Properties
LUMO = 0.40 eV
SMILES string = Cc1nc([C@@]2(C)COC(c3cc(OCC(F)(F)F)c(C4CC4)cn3)=N2)no1
Orbital gap = 9.33 eV
HOMO = -8.9 eV


Entry 7:
The following is a DFT calculation (ωB97M-V/def2-TZVPD) of a structure of composition C17H17FN2O5S.

```
! RIJCOSX wB97M-V def2-TZVPD def2/J DEFGRID3
* xyz 0 1
O -3.19675 -2.28965 0.21148
C -2.82725 -1.10638 0.24955
N -3.73391 -0.05274 0.41613
H -3.56151 0.79732 0.43275
C -5.28766 -0.56582 0.25010
H -5.52360 -1.53882 0.26252
H -5.83825 -0.24628 1.53614
C -5.97079 0.49121 -0.82800
H -5.59433 0.17605 -1.76790
C -7.44250 0.36521 -0.68177
H -7.93995 0.71639 -1.66220
H -7.94716 -0.42505 -0.34838
C -7.81623 1.45403 0.05576
H -7.75095 1.49241 1.26908
C -6.74679 2.59596 -0.36420
H -7.08444 3.12160 -1.02494
O -5.54663 1.66468 -0.44063
H -6.52424 3.28346 0.62204
H -8.72646 2.13050 -0.10954
C -1.61212 -0.56921 0.35134
C -0.42474 -1.27942 -0.00352
C 0.46270 -0.11594 0.31654
N -0.02696 1.04592 0.38854
O -1.41170 0.75009 0.55256
C 2.04555 -0.18019 -0.18086
H 2.48637 -0.98710 0.84586
H 2.31424 -0.97784 -0.90555
S 2.88653 1.44197 0.18319
C 4.48607 0.84835 0.14343
C 5.47431 1.93132 0.15124
C 6.81114 1.89505 -0.10067
C 7.24951 0.47272 -0.35682
C 6.46453 -0.55136 -0.25992
C 5.04671 -0.52532 -0.17015
H 4.38931 -1.32473 -0.18433
H 6.87947 -1.37876 -0.38370
F 8.63865 0.31127 -0.53204
H 7.48431 2.63574 0.25110
H 5.01753 3.00452 0.23729
C -0.12443 -2.57894 -0.00982
O 1.23367 -3.09226 -0.04922
O -1.11970 -3.51872 0.08564
H -1.99672 -3.25214 -0.02503
*
```

## Properties
LUMO = -1.83 eV
Orbital gap = 6.11 eV
HOMO = -7.9 eV


Entry 8:
The following is a DFT calculation (ωB97M-V/def2-TZVPD) of a structure of composition C17H17N3PdS.

```
! RIJCOSX wB97M-V def2-TZVPD def2/J DEFGRID3
* xyz -2 1
Pd 0.00000 0.00000 0.00000
C -2.04830 -3.64160 -1.44910
C -3.01950 -2.93740 -2.13620
C -3.00340 -1.53670 -2.12480
C -2.01650 -0.82170 -1.42660
N -1.06370 -1.56180 -0.75250
C -1.09590 -2.91240 -0.77530
C -2.01810 0.73900 -1.42770
C -3.01680 1.45260 -2.13430
C -3.07700 2.85900 -2.17680
C -2.13400 3.63010 -1.50980
C -1.12900 2.99790 -0.79870
C -1.08750 1.60310 -0.76940
H -2.03400 -4.72480 -1.43900
H -3.79420 -3.46690 -2.68430
H -3.79060 -1.04570 -2.68170
H -0.30420 -3.40100 -0.21520
H -3.79880 0.94340 -2.68750
H -3.87130 3.34540 -2.73880
H -2.18440 4.71460 -1.54540
H -0.37550 3.56850 -0.26570
C 3.55480 3.09160 2.96560
C 3.47380 1.65840 2.54360
C 3.84960 0.63540 3.31780
C 3.69170 -0.71010 2.71840
N 3.22700 -0.93490 1.53110
C 2.85040 0.13670 0.76260
S 2.23290 0.00000 -0.78990
N 2.98420 1.40080 1.28940
C 4.10230 -1.89610 3.55360
H 3.95680 3.19570 3.97890
H 2.56090 3.55110 2.95130
H 4.20620 3.65350 2.28800
H 4.24580 0.74440 4.31710
H 2.69380 2.16240 0.68690
H 4.47800 -1.58870 4.53290
H 4.88830 -2.44980 3.03160
H 3.23890 -2.55250 3.69660
H 0.00000 0.00000 1.69180
*
```

## Properties
LUMO (alpha / beta) = 5.16 / 5.16 eV
Orbital gap (alpha / beta) = 2.75 / 2.82 eV
HOMO (alpha / beta) = 2.4 / 2.3 eV


Number 1: E_tot -45975.630 eV. Number 2: E_tot -68468.296 eV. Number 3: E_tot -3590063.879 eV. Number 4: E_tot -65772.458 eV. Number 5: E_tot -80047.354 eV. Number 6: E_tot -38157.803 eV. Number 7: E_tot -44660.778 eV. Number 8: E_tot -36684.127 eV.